Formula: C5H7NO
Source: the OMol25 dataset
Level of theory: ωB97M-V/def2-TZVPD

XYZ file:
```
14
Properties=species:S:1:pos:R:3:forces:R:3
C -1.8089 -0.5645 0.4235 -0.07 -0.02 0.04
C -0.5901 0.0247 -0.2852 -0.07 -0.03 -0.01
C -0.6106 1.4948 -0.2976 0.02 0.91 -0.01
N -0.6151 2.6511 -0.2916 0.01 -1.04 0.00
C 0.7391 -0.4551 0.3408 0.10 -0.15 0.21
O 0.7330 -1.1878 1.2993 -0.04 0.25 -0.40
C 2.0162 0.0265 -0.3073 0.04 -0.02 -0.01
H -1.8025 -0.2999 1.4831 0.01 -0.03 -0.15
H -2.7342 -0.1995 -0.0302 0.16 -0.04 0.05
H -1.7763 -1.6539 0.3461 -0.01 0.16 0.04
H -0.5762 -0.2940 -1.3379 0.04 0.04 0.15
H 2.7669 -0.7630 -0.2336 -0.08 0.11 0.00
H 2.3864 0.8994 0.2413 -0.09 -0.09 -0.06
H 1.8724 0.3214 -1.3507 -0.01 -0.04 0.16
```
Positions in Å, forces in eV/Å.

Computed properties:
Total energy in eV: -8835.7119
SMILES string: CC(=O)[C@@H](C)C#N
Maximum force in eV Å⁻¹: 1.0
Total charge: 0
Multiplicity: 1
HOMO energy in eV: -10.321
HOMO-LUMO gap in eV: 10.99

***

Formula: C5H7NO
Source: the OMol25 dataset
Level of theory: ωB97M-V/def2-TZVPD

XYZ file:
```
14
Properties=species:S:1:pos:R:3:forces:R:3
O -1.9212 -0.2223 1.6616 2.58 -0.14 -3.38
C -1.5812 -0.5288 0.4244 -1.99 0.39 5.99
C -0.3116 -0.0697 -0.0422 0.22 0.44 -1.23
C 0.7454 -0.8827 -0.8327 -0.19 -0.06 -0.12
N 1.4818 0.4301 -0.5902 0.56 -0.49 0.09
C 0.8867 0.3861 0.8193 -2.71 0.12 1.74
C 0.1583 1.1019 -0.9209 -0.15 0.10 -0.77
H -2.2141 -1.3728 0.2172 0.05 -0.37 -1.91
H 1.1919 -1.7423 -0.3264 -0.06 0.19 -0.07
H 0.5200 -1.0824 -1.8877 0.13 0.07 0.20
H -0.2993 -0.3255 2.0977 1.22 0.29 -0.37
H 0.8711 1.3716 1.3117 0.03 -0.38 -0.34
H 0.0637 2.1318 -0.5645 -0.01 -0.29 0.03
H -0.1485 1.0052 -1.9749 0.33 0.12 0.14
```
Positions in Å, forces in eV/Å.

Computed properties:
Total energy in eV: -8826.9887
Maximum force in eV Å⁻¹: 6.3
Total charge: 0
Multiplicity: 1
HOMO energy (alpha / beta) in eV: -8.097 / -8.513
HOMO-LUMO gap (alpha / beta) in eV: 7.54 / 8.02